{
  "formula": "C38H33CoFN4O4P",
  "method": "ωB97M-V with the def2-TZVPD basis set",
  "spin_multiplicity": 2,
  "homo_lumo_gap_ev": [7.72, 8.28],
  "total_charge": 1,
  "de_lowest_kcal_mol": 41.9,
  "max_force_ha_per_bohr": 0.029,
  "elements": ["Co", "N", "C", "C", "C", "C", "C", "C", "P", "C", "C", "C", "C", "C", "C", "C", "C", "C", "C", "C", "C", "H", "H", "H", "H", "H", "H", "H", "H", "H", "H", "H", "H", "H", "H", "H", "H", "C", "C", "C", "C", "C", "C", "C", "F", "C", "C", "C", "O", "C", "C", "N", "C", "C", "O", "O", "H", "H", "H", "H", "H", "H", "H", "H", "H", "H", "H", "N", "C", "O", "C", "C", "C", "C", "N", "C", "H", "H", "H", "H", "H", "H"],
  "coordinates": [[-0.1164, 0.3749, -0.1199], [-2.3498, 1.1513, 0.0207], [-3.0227, 1.1399, -1.2380], [-4.4048, 1.0564, -1.3299], [-5.0144, 1.0122, -2.5728], [-4.2518, 1.0398, -3.7306], [-2.8722, 1.1320, -3.6500], [-2.2544, 1.1891, -2.4066], [-0.4648, 1.3431, -2.1224], [-0.3105, 3.1609, -2.1888], [-0.4169, 3.8486, -3.3945], [-0.3544, 5.2299, -3.4046], [-0.1950, 5.9310, -2.2182], [-0.0915, 5.2492, -1.0160], [-0.1471, 3.8662, -0.9988], [0.3788, 0.7360, -3.5993], [-0.0482, -0.4287, -4.2351], [0.6901, -0.9462, -5.2838], [1.8632, -0.3286, -5.6886], [2.3091, 0.8079, -5.0316], [1.5782, 1.3331, -3.9828], [-2.9265, 0.7098, 0.7343], [-2.1514, 2.1007, 0.3318], [-5.0130, 1.0208, -0.4364], [-6.0898, 0.9485, -2.6406], [-4.7360, 0.9988, -4.6952], [-2.2673, 1.1473, -4.5463], [-0.5600, 3.3012, -4.3154], [-0.4281, 5.7595, -4.3421], [-0.1599, 7.0097, -2.2322], [0.0284, 5.7954, -0.0919], [-0.0649, 3.3315, -0.0572], [-0.9526, -0.9231, -3.9048], [0.3579, -1.8447, -5.7805], [2.4373, -0.7375, -6.5062], [3.2342, 1.2736, -5.3321], [1.9300, 2.2121, -3.4585], [1.8301, -4.1081, 4.9670], [0.5016, -3.5166, 5.4401], [-0.4187, -4.6507, 5.8967], [-1.8916, -4.2804, 5.7627], [-2.1552, -3.9434, 4.3288], [-3.2794, -4.3474, 3.6466], [-3.4739, -3.9366, 2.3279], [-4.5810, -4.3319, 1.6852], [-2.5842, -3.1152, 1.6839], [-1.4478, -2.6708, 2.3731], [-0.5814, -1.6615, 1.7826], [-0.6921, -1.3710, 0.5641], [0.3296, -1.0545, 2.6998], [0.5972, -1.6696, 3.8912], [-0.0693, -2.7396, 4.3386], [-1.2038, -3.1374, 3.6767], [1.0221, 0.2836, 2.4310], [2.0224, 0.5492, 3.0665], [0.4199, 1.0493, 1.6029], [2.2770, -4.6924, 5.7661], [2.5325, -3.3378, 4.6631], [1.6515, -4.7634, 4.1170], [0.6744, -2.8170, 6.2637], [-0.1849, -4.8971, 6.9317], [-0.2299, -5.5341, 5.2840], [-2.1183, -3.4160, 6.3943], [-2.5286, -5.1023, 6.0870], [-4.0250, -4.9670, 4.1178], [-2.7566, -2.7880, 0.6717], [1.3946, -1.2762, 4.5065], [3.5769, 4.1334, -1.0923], [4.4430, 3.1385, -0.7924], [5.6142, 3.3481, -0.5799], [3.8928, 1.7411, -0.7550], [4.7831, 0.6731, -0.8466], [4.2934, -0.6146, -0.7344], [2.9279, -0.8021, -0.5698], [2.0709, 0.2112, -0.5178], [2.5513, 1.4504, -0.5787], [3.9496, 5.0694, -1.0985], [2.5924, 4.0250, -1.2524], [5.8315, 0.8832, -0.9956], [4.9578, -1.4641, -0.7601], [2.5087, -1.7957, -0.4846], [1.8329, 2.2450, -0.4454]]
}